Entry 1:
C2H5N3S | ωB97M-V/def2-TZVPD

```
! RIJCOSX wB97M-V def2-TZVPD def2/J DEFGRID3
* xyz 0 1
C 0.200 -0.307 0.677
C -1.320 -0.763 -1.688
H 1.857 1.414 3.037
H -0.227 -1.309 0.610
H 1.003 1.048 -0.643
H -1.660 -1.180 -2.637
H -1.911 -0.953 -0.740
N 0.700 0.094 1.799
N 0.236 0.395 -0.527
N -0.248 -0.099 -1.727
S 1.369 1.660 1.838
*
```

## Properties
* relative energy (zero: lowest compared OMol25 entry of this formula, charge and spin): 62.1 kcal/mol
* frontier orbital gap: 0.3444 Eh
* DFT total energy: -641.5851 Eh

Atom charges from the Mulliken analysis, given in e for atoms 1 to 2:
1. C 0.174
2. C -0.326

Entry 2:
C2H5N3S | ωB97M-V/def2-TZVPD

```
! RIJCOSX wB97M-V def2-TZVPD def2/J DEFGRID3
* xyz 0 1
C 0.248 -1.170 -0.378
C 0.343 1.096 0.685
H -1.246 -1.469 -1.718
H -1.289 0.093 -0.819
H 1.679 -0.562 0.888
H 0.899 1.650 1.478
H -0.886 2.459 0.714
N -0.907 -0.841 -1.003
N 0.854 -0.182 0.394
N -0.703 1.570 0.222
S 1.010 -2.645 -0.464
*
```

## Properties
* relative energy (zero: lowest compared OMol25 entry of this formula, charge and spin): 4.3 kcal/mol
* frontier orbital gap: 0.3324 Eh
* DFT total energy: -641.6772 Eh

Atom charges from the Mulliken analysis, given in e for atoms 1 to 2:
1. C 0.170
2. C 0.041